Record 1
ORCA calculation (ωB97M-V/def2-TZVPD) on 2 unconnected molecules or ions with the total composition C5H11NO.

Results
- Frontier orbital gap (spin up / spin down): 8.43 / 8.29 eV
- E: -8895.424 eV
- ΔE to the lowest compared entry with this formula, charge and spin: 144.66 kcal/mol
- HOMO energy (spin up / spin down): -0.27614 / -0.27145 hartree

Element x y z (Å)
C: -0.3916 -1.6400 2.0998
O: -0.5075 -1.6869 0.7976
C: -0.6211 -0.6419 0.0359
C: 0.0642 0.6849 0.1994
N: 0.0170 0.8078 -1.2714
C: 1.2356 1.2281 -1.9210
C: -0.3702 -0.6110 -1.4474
H: -0.0531 -0.7208 2.5644
H: -0.3450 -2.6060 2.5793
H: -2.2727 -0.5806 1.9081
H: -2.3387 -0.3070 1.1866
H: -0.4376 1.4931 0.7443
H: 1.0893 0.5613 0.6104
H: 2.1084 0.6017 -1.6527
H: 1.4596 2.2642 -1.6459
H: 1.1049 1.1878 -3.0074
H: 0.4667 -1.2618 -1.7581
H: -1.2154 -0.7642 -2.1281

Forces on atoms 1 to 2 (eV/Å):
C 0.2105 0.0276 0.4113
O -0.0787 -0.2164 -0.2915

Record 2
ORCA calculation (ωB97M-V/def2-TZVPD) on a molecular structure, C4H6O2.

Results
- Frontier orbital gap (spin up / spin down): 8.42 / 8.42 eV
- E: -8335.690 eV
- ΔE to the lowest compared entry with this formula, charge and spin: 110.02 kcal/mol
- HOMO energy (spin up / spin down): -0.34228 / -0.34228 hartree

Element x y z (Å)
C: -0.9177 -1.0958 -0.6100
C: -0.0621 -0.0535 -0.0147
C: 0.7481 0.0910 1.1754
O: 1.3438 1.2705 0.9683
C: 0.3223 1.2746 -0.5571
O: 0.6754 1.7048 -1.6325
H: -1.1392 -1.9096 0.0845
H: -1.8598 -0.6205 -0.9115
H: -0.4617 -1.4856 -1.5284
H: -0.4373 1.8120 0.1176
H: 1.3707 -0.7753 0.7299
H: 0.4176 -0.2125 2.1787

Forces on atoms 1 to 2 (eV/Å):
C 0.0067 0.0081 0.0571
C -0.0125 0.0439 0.0208

Record 3
ORCA calculation (ωB97M-V/def2-TZVPD) on C4H5NO2 in the gas phase.

Results
- Frontier orbital gap: 9.69 eV
- SMILES: O=CC(=O)N1CC1
- E: -9812.197 eV
- ΔE to the lowest compared entry with this formula, charge and spin: 48.84 kcal/mol
- HOMO energy: -0.35807 hartree

Element x y z (Å)
O: 1.5291 1.3660 1.0312
C: 1.9914 0.4452 0.4100
C: 1.0534 -0.6884 -0.0906
O: 1.5479 -1.6638 -0.6339
N: -0.2246 -0.4204 0.2903
C: -1.5273 -0.6893 -0.2629
C: -1.0722 0.7181 -0.0458
H: 3.0674 0.3662 0.1559
H: -2.2811 -1.0851 0.4229
H: -1.5717 -1.0687 -1.2748
H: -0.8230 1.3096 -0.9288
H: -1.5164 1.3139 0.7554

Forces on atoms 1 to 2 (eV/Å):
O 0.6618 -0.0652 -0.1492
C -0.6685 0.3606 0.0860

Record 4
ORCA calculation (ωB97M-V/def2-TZVPD) on a molecular structure, C26H47Cl3N3O4SiSm.

Results
- Frontier orbital gap (spin up / spin down): 5.23 / 5.57 eV
- E: -103739.752 eV
- HOMO energy (spin up / spin down): -0.20010 / -0.20041 hartree
- 2S+1: 6

Element x y z (Å)
C: 0.4075 4.7806 -0.4777
C: 1.0734 4.0385 0.6406
H: 0.3585 5.8393 -0.2592
H: -0.5997 4.3713 -0.6388
H: 0.9535 4.6389 -1.4159
C: 1.2490 4.4662 1.9069
C: 0.8340 5.8126 2.3673
H: 1.7194 3.8098 2.6503
H: -0.1050 6.1206 1.8906
H: 1.6086 6.5571 2.1441
H: 0.6939 5.7987 3.4502
Sm: -1.1095 -0.9994 -0.7313
Cl: 1.0574 -0.3069 -2.3229
Cl: -3.4757 -1.6790 -1.6474
H: -1.8472 -5.9670 -2.4097
H: -1.2229 -5.1158 -4.9222
C: -2.1401 -4.9269 -2.2383
C: -1.5544 -4.1446 -4.5477
N: -1.3380 -4.0690 -3.1122
H: -1.9597 -4.6410 -1.2001
C: -0.5532 -3.1559 -2.5932
O: -0.4877 -2.9972 -1.3224
H: -0.9738 -3.3490 -5.0204
H: 0.0324 -2.5066 -3.2710
H: -3.2014 -4.8036 -2.4856
H: -2.6167 -4.0201 -4.7799
H: -1.7742 3.2755 1.2181
H: -0.5473 2.9631 3.8882
C: -2.5367 2.7221 1.7879
C: -1.4700 2.3823 4.0032
N: -1.8910 1.8078 2.7269
H: -3.1590 2.1532 1.0887
C: -1.6873 0.5156 2.4016
O: -1.9966 0.0080 1.2969
H: -1.2961 1.5816 4.7266
H: -1.2126 -0.0766 3.2107
H: -3.1430 3.4319 2.3621
H: -2.2504 3.0534 4.3686
O: -0.0475 2.3863 0.2645
C: 1.2821 2.5444 0.3013
C: 1.5814 1.3026 2.5123
C: 2.1121 1.7053 1.2925
H: 0.5072 1.4265 2.6832
C: 2.4292 0.8087 3.5112
H: 1.7402 2.4684 -0.7082
C: 3.4523 1.4929 1.0003
H: 2.0254 0.5364 4.4930
C: 3.8007 0.6886 3.2528
C: 4.3090 1.0223 1.9929
H: 3.8060 1.7657 0.0096
H: 4.4781 0.3399 4.0418
H: 5.3757 0.9359 1.7883
Si: -2.8540 1.6187 -3.3283
Cl: -1.7226 1.5098 -1.4928
C: -4.6390 1.2102 -2.9330
C: -2.1044 0.3904 -4.5133
C: -2.8634 3.2994 -4.1197
H: -4.8129 0.9707 -1.8809
H: -4.9673 0.3450 -3.5178
H: -5.3090 2.0367 -3.2044
H: -3.4727 4.0153 -3.5586
H: -3.3264 3.1977 -5.1081
H: -1.8655 3.7212 -4.2686
H: -1.5398 -0.4218 -4.0392
H: -1.4202 0.8773 -5.2220
H: -2.9028 -0.0730 -5.1092
O: 0.6200 -1.2374 0.9046
C: 1.5999 -2.0358 1.0040
C: 2.0787 -2.5480 2.3425
C: 1.6343 -3.9900 2.6113
C: 2.5107 -5.0265 1.9177
C: 2.4870 -4.9360 0.3953
C: 3.1177 -3.6486 -0.1603
N: 2.2493 -2.4732 -0.0786
H: 3.1781 -2.4685 2.3926
H: 1.6675 -1.8902 3.1164
H: 1.6461 -4.1600 3.6940
H: 0.5882 -4.1162 2.2917
H: 3.5440 -4.9187 2.2713
H: 2.1651 -6.0246 2.2128
H: 3.0577 -5.7817 -0.0154
H: 1.4611 -5.0321 0.0179
H: 4.0625 -3.4537 0.3725
H: 3.3655 -3.7983 -1.2171
H: 2.0767 -1.9517 -0.9466

Forces on atoms 1 to 2 (eV/Å):
C -0.0054 0.1069 -0.0085
C 1.7828 -0.7272 1.2396

Record 5
ORCA calculation (ωB97M-V/def2-TZVPD) on 7 unconnected molecules or ions with the total composition C10H32IN8O6.

Results
- Charge: -1
- Frontier orbital gap: 8.60 eV
- E: -43201.884 eV
- ΔE to the lowest compared entry with this formula, charge and spin: 32.93 kcal/mol
- HOMO energy: -0.22372 hartree

Element x y z (Å)
I: -0.0455 0.2166 0.7907
C: -3.8403 -0.6467 -0.7748
C: -3.8858 0.8077 -1.2457
C: -5.2122 1.5329 -0.9073
O: -2.8222 1.6085 -0.9018
H: -4.4829 -1.2490 -1.4170
H: -4.3228 -0.7861 0.1926
H: -2.8363 -1.0669 -0.7152
H: -3.9716 0.6558 -2.3216
H: -5.0870 2.6102 -1.0166
H: -5.5146 1.4658 0.1378
H: -6.0756 1.1386 -1.4431
H: -2.0067 1.1337 -0.7254
C: 3.1381 -0.0598 -1.9666
C: 3.8837 -0.4324 -0.6506
C: 5.3738 -0.2838 -0.8239
O: 3.3824 0.4623 0.3012
H: 3.4343 0.9429 -2.2748
H: 2.0604 -0.1554 -1.8348
H: 3.5584 -0.7035 -2.7394
H: 3.5833 -1.4095 -0.2723
H: 5.7431 0.6722 -1.1949
H: 5.6272 -1.1232 -1.4714
H: 5.9986 -0.3858 0.0634
H: 2.4414 0.3478 0.4528
C: -0.1825 -3.8511 -1.6472
O: -0.2102 -4.6919 -2.5323
N: -0.5791 -4.0304 -0.3717
N: 0.2244 -2.5646 -1.8287
H: -1.0769 -4.8857 -0.1700
H: -0.3665 -3.2817 0.2720
H: 0.4167 -2.0886 -2.6985
H: -0.0584 -1.9665 -1.0656
C: -0.5270 0.1658 -4.1478
O: 0.0414 -0.9108 -4.2172
N: -0.7297 0.9055 -3.0693
N: -0.8080 0.8748 -5.2484
H: -0.4419 0.6078 -2.1481
H: -0.9320 1.8651 -3.3108
H: -1.3611 1.7194 -5.2194
H: -0.5685 0.4378 -6.1269
C: 0.4794 3.7895 3.5720
O: 0.6251 4.5789 4.5242
N: 0.8834 4.0637 2.3579
N: -0.0533 2.6204 3.6550
H: 1.3839 4.9218 2.1761
H: 0.7011 3.3419 1.6752
H: -0.3373 2.4184 4.6030
H: -0.1325 2.0653 2.8150
C: 0.7516 -1.9295 4.8476
O: 0.7077 -3.0038 4.2491
N: 0.5676 -0.7217 4.2482
N: 0.9294 -1.7481 6.1183
H: 0.4334 -0.7155 3.2472
H: 0.3000 -0.0127 4.9159
H: 0.8329 -0.8009 6.4552
H: 0.9655 -2.4652 6.8287

Forces on atoms 1 to 2 (eV/Å):
I -0.1945 0.0631 -0.1865
C -0.6917 -0.0123 0.8507